Entry from the Open Molecules 2025 dataset: a cluster of 2 separate species, C3H10ClFNPSSi in total (ωB97M-V/def2-TZVPD).

XYZ file:
```
19
Properties=species:S:1:pos:R:3
C 1.40 1.48 -0.92
C 1.09 -1.55 -0.59
C 0.70 -0.01 1.95
N -1.12 0.51 -0.37
F -2.64 -2.29 -0.91
Si 0.58 0.02 0.11
P -2.70 0.20 -0.05
S -3.95 1.58 -0.61
Cl -2.86 -0.19 1.89
H 2.10 2.07 -0.43
H 2.01 0.83 -1.64
H 0.87 2.18 -1.65
H 2.05 -1.48 -1.10
H 1.11 -2.43 0.05
H 0.38 -1.66 -1.56
H 1.70 -0.02 2.35
H 0.14 0.78 2.54
H 0.20 -0.86 2.36
H -1.07 0.85 -1.41
```

Values from the calculation:
E_LUMO (alpha / beta)   0.35 / -4.36 eV
2S+1   3
HOMO-LUMO gap (alpha / beta)   8.2 / 4.2 eV
Expectation value of S²   2.010

List of Löwdin charges in e, atom by atom: number 1, C, carries -0.166; number 2, C, carries -0.188; number 3, C, carries -0.199; number 4, N, carries -0.371; number 5, F, carries -0.625; number 6, Si, carries 0.440; number 7, P, carries -0.033; number 8, S, carries 0.423; number 9, Cl, carries 0.316; number 10, H, carries -0.021; number 11, H, carries 0.037; number 12, H, carries 0.050; number 13, H, carries 0.021; number 14, H, carries 0.038; number 15, H, carries 0.106; number 16, H, carries 0.029; number 17, H, carries 0.046; number 18, H, carries 0.007; number 19, H, carries 0.089

=====

Entry from the Open Molecules 2025 dataset: a cluster of 2 separate species, C3H10ClN2 in total (ωB97M-V/def2-TZVPD).

XYZ file:
```
16
Properties=species:S:1:pos:R:3
C 1.45 1.06 -0.07
C -3.10 -0.27 -0.13
C 0.86 0.11 0.80
N 1.00 -1.18 0.71
N 2.12 0.44 -1.20
Cl -1.43 0.08 -0.68
H 2.12 1.54 0.67
H 0.58 1.63 -0.42
H -3.55 0.63 0.39
H -3.68 -0.46 -1.07
H 0.11 0.40 1.50
H 0.26 -1.71 1.29
H 1.71 -1.54 0.05
H -2.91 -1.18 0.44
H 3.02 0.86 -1.48
H 1.58 0.19 -1.98
```

Values from the calculation:
ΔE to the lowest compared entry with this formula, charge and spin   15.60 kcal/mol
E_LUMO   -4.24 eV
HOMO-LUMO gap   9.9 eV
Net charge   +1

List of Löwdin charges in e, atom by atom: number 1, C, carries -0.260; number 2, C, carries -0.422; number 3, C, carries -0.203; number 4, N, carries 0.184; number 5, N, carries 0.038; number 6, Cl, carries 0.597; number 7, H, carries 0.167; number 8, H, carries 0.104; number 9, H, carries 0.072; number 10, H, carries 0.057; number 11, H, carries 0.123; number 12, H, carries 0.194; number 13, H, carries 0.152; number 14, H, carries 0.020; number 15, H, carries 0.112; number 16, H, carries 0.067

=====

Entry from the Open Molecules 2025 dataset: a structure of composition C3H10F5FeN2 (ωB97M-V/def2-TZVPD).

XYZ file:
```
21
Properties=species:S:1:pos:R:3
C -1.46 1.49 0.40
Fe 0.01 0.37 -0.49
N 1.65 -0.97 -1.31
N -1.42 -0.08 -2.19
H 1.70 -1.89 -0.84
H 0.66 1.70 -0.84
H -1.06 2.21 1.14
H -2.11 0.76 0.92
H -2.05 2.05 -0.35
H -1.67 -1.07 -2.33
H -1.07 0.25 -3.09
H -2.31 0.42 -2.04
H 1.62 -1.17 -2.31
H 2.56 -0.53 -1.13
F 0.55 -2.06 1.09
C 0.12 -0.77 1.34
F -1.09 -0.90 1.98
C 1.11 -0.11 2.29
F 1.23 -0.85 3.45
F 2.35 -0.02 1.68
F 0.68 1.16 2.62
```

Values from the calculation:
E_LUMO (alpha / beta)   3.33 / 3.13 eV
2S+1   5
HOMO-LUMO gap (alpha / beta)   3.7 / 5.8 eV
Expectation value of S²   6.039
Net charge   -1

List of Löwdin charges in e, atom by atom: number 1, C, carries -0.351; number 2, Fe, carries 0.297; number 3, N, carries -0.028; number 4, N, carries -0.007; number 5, H, carries 0.024; number 6, H, carries -0.108; number 7, H, carries -0.050; number 8, H, carries -0.051; number 9, H, carries -0.072; number 10, H, carries 0.046; number 11, H, carries 0.040; number 12, H, carries 0.042; number 13, H, carries 0.018; number 14, H, carries 0.028; number 15, F, carries -0.044; number 16, C, carries -0.467; number 17, F, carries -0.024; number 18, C, carries -0.521; number 19, F, carries 0.074; number 20, F, carries 0.067; number 21, F, carries 0.087

=====

Entry from the Open Molecules 2025 dataset: a structure of composition C3H10F5HgN2 (ωB97M-V/def2-TZVPD).

XYZ file:
```
21
Properties=species:S:1:pos:R:3
C 2.18 1.75 -0.97
Hg 0.64 0.21 0.01
N -0.98 -1.24 0.89
N -0.30 -0.81 -2.42
H -1.86 -0.74 1.02
H 2.25 0.62 -0.56
H 2.75 2.41 -0.31
H 1.18 2.19 -1.12
H 2.66 1.73 -1.96
H -1.32 -0.78 -2.50
H -0.01 -1.79 -2.53
H 0.09 -0.29 -3.21
H -1.17 -2.05 0.29
H -0.72 -1.59 1.82
F 1.58 1.80 2.45
C 0.37 1.67 1.84
F -0.03 2.91 1.44
C -0.63 1.14 2.85
F -0.21 -0.07 3.35
F -0.83 1.96 3.91
F -1.87 0.95 2.27
```

Values from the calculation:
ΔE to the lowest compared entry with this formula, charge and spin   27.72 kcal/mol
E_LUMO   3.82 eV
HOMO-LUMO gap   4.2 eV
Net charge   -1

List of Löwdin charges in e, atom by atom: number 1, C, carries -0.306; number 2, Hg, carries 0.674; number 3, N, carries -0.120; number 4, N, carries -0.111; number 5, H, carries -0.004; number 6, H, carries -0.099; number 7, H, carries 0.003; number 8, H, carries -0.014; number 9, H, carries -0.005; number 10, H, carries -0.026; number 11, H, carries -0.027; number 12, H, carries -0.019; number 13, H, carries -0.008; number 14, H, carries 0.004; number 15, F, carries -0.024; number 16, C, carries -0.535; number 17, F, carries -0.022; number 18, C, carries -0.592; number 19, F, carries 0.067; number 20, F, carries 0.111; number 21, F, carries 0.054

=====

Entry from the Open Molecules 2025 dataset: the ion C3H10IN2O with charge +1 (ωB97M-V/def2-TZVPD).

XYZ file:
```
17
Properties=species:S:1:pos:R:3
C 0.02 -1.63 -0.22
C -0.57 0.94 -0.48
C 0.39 -0.22 0.28
N -1.65 1.13 0.46
N 1.80 0.13 -0.15
O 0.38 0.01 1.60
I -3.42 0.12 0.10
H -0.94 -1.94 0.26
H 0.04 -1.58 -1.36
H 0.64 -2.53 0.04
H 0.09 1.79 -0.58
H -0.68 0.48 -1.49
H -1.95 2.12 0.56
H 1.98 0.94 0.49
H 1.93 0.43 -1.08
H 2.38 -0.67 -0.09
H -0.46 0.48 1.67
```

Values from the calculation:
ΔE to the lowest compared entry with this formula, charge and spin   25.03 kcal/mol
E_LUMO   -3.78 eV
HOMO-LUMO gap   9.2 eV
Structure (SMILES)   C[C@]([NH3+])(O)CNI
Net charge   +1

List of Löwdin charges in e, atom by atom: number 1, C, carries -0.016; number 2, C, carries -0.234; number 3, C, carries -0.563; number 4, N, carries -0.529; number 5, N, carries 0.268; number 6, O, carries 0.041; number 7, I, carries 0.875; number 8, H, carries 0.079; number 9, H, carries 0.110; number 10, H, carries 0.105; number 11, H, carries 0.114; number 12, H, carries 0.111; number 13, H, carries 0.062; number 14, H, carries 0.204; number 15, H, carries 0.143; number 16, H, carries 0.157; number 17, H, carries 0.072

=====

Entry from the Open Molecules 2025 dataset: the ion C3H10N with charge +1 (ωB97M-V/def2-TZVPD).

XYZ file:
```
14
Properties=species:S:1:pos:R:3
C -0.65 -0.97 0.91
C 0.11 0.21 0.33
C 1.40 -0.21 -0.38
N -0.74 0.93 -0.70
H -1.73 -0.82 0.97
H -0.52 -1.92 0.37
H -0.24 -1.23 1.88
H 0.31 0.86 1.17
H 2.01 0.65 -0.66
H 1.15 -0.86 -1.22
H 1.95 -0.89 0.27
H -0.38 0.80 -1.66
H -1.70 0.55 -0.71
H -0.79 1.94 -0.55
```

Values from the calculation:
ΔE to the lowest compared entry with this formula, charge and spin   4.98 kcal/mol
E_LUMO   -3.73 eV
HOMO-LUMO gap   13.2 eV
Structure (SMILES)   CC(C)[NH3+]
Net charge   +1

List of Löwdin charges in e, atom by atom: number 1, C, carries -0.048; number 2, C, carries -0.371; number 3, C, carries -0.041; number 4, N, carries 0.220; number 5, H, carries 0.087; number 6, H, carries 0.095; number 7, H, carries 0.102; number 8, H, carries 0.147; number 9, H, carries 0.092; number 10, H, carries 0.096; number 11, H, carries 0.101; number 12, H, carries 0.171; number 13, H, carries 0.170; number 14, H, carries 0.178

=====

Entry from the Open Molecules 2025 dataset: the molecule C3H10N2 (ωB97M-V/def2-TZVPD).

XYZ file:
```
15
Properties=species:S:1:pos:R:3
N 2.33 -0.64 0.38
C 1.35 0.06 -0.41
C 0.00 0.00 0.29
C -1.20 0.60 -0.38
N -2.47 -0.15 0.07
H 2.01 -1.53 0.72
H 3.26 -0.65 0.01
H 1.25 -0.39 -1.41
H 1.66 1.10 -0.56
H -0.18 -1.08 0.46
H 0.07 0.42 1.30
H -1.24 0.45 -1.46
H -1.36 1.63 -0.07
H -2.27 -0.38 1.04
H -3.20 0.55 0.03
```

Values from the calculation:
ΔE to the lowest compared entry with this formula, charge and spin   12.78 kcal/mol
E_LUMO   1.25 eV
HOMO-LUMO gap   10.3 eV
Structure (SMILES)   NCCCN

List of Löwdin charges in e, atom by atom: number 1, N, carries -0.016; number 2, C, carries -0.309; number 3, C, carries -0.242; number 4, C, carries -0.265; number 5, N, carries -0.025; number 6, H, carries 0.063; number 7, H, carries 0.052; number 8, H, carries 0.107; number 9, H, carries 0.112; number 10, H, carries 0.112; number 11, H, carries 0.116; number 12, H, carries 0.103; number 13, H, carries 0.101; number 14, H, carries 0.045; number 15, H, carries 0.047

=====

Entry from the Open Molecules 2025 dataset: a cluster of 2 separate species, C3H10N2 in total (ωB97M-V/def2-TZVPD).

XYZ file:
```
15
Properties=species:S:1:pos:R:3
C 1.55 2.76 0.63
N 1.64 2.57 -0.60
H 2.31 3.31 1.20
H 0.70 2.53 1.28
H 0.86 2.10 -1.05
C -1.51 -0.49 -0.64
N -1.11 -1.49 0.39
C 0.27 -1.96 0.28
H -2.49 -0.76 -1.01
H -1.48 0.47 -0.14
H -0.83 -0.56 -1.48
H -1.76 -2.26 0.38
H 0.54 -2.26 -0.74
H 0.34 -2.78 0.97
H 0.98 -1.18 0.53
```

Values from the calculation:
ΔE to the lowest compared entry with this formula, charge and spin   38.36 kcal/mol
E_LUMO   1.03 eV
HOMO-LUMO gap   9.8 eV
Structure (SMILES)   C=N.CNC

List of Löwdin charges in e, atom by atom: number 1, C, carries -0.165; number 2, N, carries 0.022; number 3, H, carries 0.056; number 4, H, carries 0.058; number 5, H, carries 0.028; number 6, C, carries -0.130; number 7, N, carries -0.193; number 8, C, carries -0.157; number 9, H, carries 0.070; number 10, H, carries 0.061; number 11, H, carries 0.062; number 12, H, carries 0.082; number 13, H, carries 0.070; number 14, H, carries 0.068; number 15, H, carries 0.068